Model i:
The following is a DFT calculation (ωB97M-V/def2-TZVPD) of a 11-piece molecular cluster, H22O11 overall.

Computed properties:
Molecular weight, g/mol: 198.2
Total charge: 0
Frontier orbital gap, eV: 11.110
LUMO level, eV: 0.2
SMILES string: O.O.O.O.O.O.O.O.O.O.O

Geometry as XYZ:
```
33
H22O11 ωB97M-V/def2-TZVPD
O -15.98 2.07 22.95
H -16.28 1.53 22.20
H -16.70 2.03 23.58
O -19.50 5.52 21.34
H -18.94 5.07 20.70
H -18.96 5.59 22.13
O -16.98 0.25 20.90
H -17.27 -0.67 20.88
H -17.80 0.76 20.92
O -16.94 3.17 20.50
H -16.18 2.58 20.65
H -16.60 3.83 19.88
O -19.26 1.67 19.95
H -18.55 2.21 20.34
H -18.90 1.34 19.13
O -14.65 1.05 19.55
H -15.35 0.42 19.75
H -14.93 1.47 18.73
O -15.27 5.71 17.60
H -14.49 6.19 17.30
H -15.19 5.68 18.56
O -16.39 2.54 17.72
H -17.34 2.43 17.64
H -16.12 2.94 16.89
O -18.11 5.36 18.62
H -18.11 6.20 19.10
H -17.51 5.51 17.88
O -14.68 5.31 20.36
H -13.88 4.79 20.49
H -15.07 5.37 21.25
O -16.08 4.86 23.06
H -15.57 4.95 23.87
H -15.99 3.92 22.82
```

Model ii:
The following is a DFT calculation (ωB97M-V/def2-TZVPD) of a 11-piece molecular cluster, H22O11 overall.

Computed properties:
Molecular weight, g/mol: 198.2
Total charge: 0
Frontier orbital gap, eV: 8.962
LUMO level, eV: -0.1
SMILES string: O.O.O.O.O.O.O.O.O.O.O

Geometry as XYZ:
```
33
H22O11 ωB97M-V/def2-TZVPD
H 0.17 0.04 0.77
H -1.15 0.48 0.17
H -3.30 5.35 0.71
H -3.81 3.93 0.91
H -0.23 0.38 -2.16
H -1.40 -0.57 -1.91
H 1.94 -1.00 -2.28
H 3.26 -0.66 -2.96
H 2.80 2.60 2.61
H 3.89 2.02 1.73
H 4.60 -0.36 -0.83
H 4.16 -1.81 -0.74
H -3.14 -1.36 0.65
H -2.69 0.10 0.73
H 0.24 2.19 -1.69
H 1.44 1.60 -2.42
H -4.51 -2.71 -2.40
H -3.08 -3.04 -2.00
H -0.89 -1.37 2.11
H -0.22 -0.89 3.39
H 1.45 -3.46 2.55
H 0.95 -2.09 2.13
O -0.50 0.73 0.83
O -3.82 4.66 0.29
O -0.64 -0.42 -2.50
O 2.43 -0.26 -2.67
O 3.65 2.82 2.20
O 3.82 -0.92 -0.91
O -2.65 -0.74 1.21
O 1.09 1.75 -1.54
O -3.85 -2.54 -1.72
O -0.72 -1.63 3.03
O 0.73 -2.84 2.70
```

Winner for stability: model i

Model i:
The following is a DFT calculation (ωB97M-V/def2-TZVPD) of a 2-piece molecular cluster, C3H6ClN2 overall.

Computed properties:
Molecular weight, g/mol: 105.5
Total charge: +1
Frontier orbital gap (alpha / beta), eV: 7.161 / 7.161
LUMO level (alpha / beta), eV: -5.3 / -5.3

Geometry as XYZ:
```
12
C3H6ClN2 ωB97M-V/def2-TZVPD
C -2.52 -0.97 0.14
C 1.88 0.47 0.48
C -1.84 -0.19 -0.61
N -3.16 -1.85 0.61
N 2.71 0.98 -0.41
Cl -0.50 0.78 -0.02
H 1.60 -0.55 0.39
H -2.19 -0.21 -1.63
H 1.75 0.98 1.48
H 3.11 0.59 -1.24
H -4.09 -1.86 1.01
H 3.23 1.83 -0.21
```

Model ii:
The following is a DFT calculation (ωB97M-V/def2-TZVPD) of an isolated ion of composition C3H6ClN2 and charge +1.

Computed properties:
Molecular weight, g/mol: 105.5
Total charge: +1
Frontier orbital gap, eV: 9.889
LUMO level, eV: -4.8
SMILES string: C=C(Cl)C(N)=[NH2+]

Geometry as XYZ:
```
12
C3H6ClN2 ωB97M-V/def2-TZVPD
C 1.06 -1.75 0.36
C 1.18 -0.46 0.06
C 0.07 0.56 0.09
N -1.17 0.14 -0.21
N 0.44 1.78 0.38
Cl 2.81 0.24 -0.14
H 1.85 -2.46 0.59
H -0.02 -2.04 0.42
H -1.38 -0.82 -0.52
H -1.79 0.91 -0.03
H 1.37 2.01 0.53
H 0.10 2.70 0.20
```

Winner for stability: model ii

Model i:
The following is a DFT calculation (ωB97M-V/def2-TZVPD) of one molecule with the formula C3H6N2O2S.

Computed properties:
Molecular weight, g/mol: 134.2
Total charge: 0
Frontier orbital gap (alpha / beta), eV: 9.232 / 4.849
LUMO level (alpha / beta), eV: -0.1 / -2.8

Geometry as XYZ:
```
14
C3H6N2O2S ωB97M-V/def2-TZVPD
C 0.01 1.06 -0.57
C 1.16 0.73 0.41
C -1.27 0.28 -0.66
N 1.65 -2.02 0.80
N -1.61 -0.91 -0.15
O -2.70 -1.40 -0.26
O -0.82 -1.46 0.75
S 2.16 -0.81 -0.01
H -0.24 2.07 -0.31
H 0.38 1.44 -1.63
H 1.89 1.47 0.33
H 0.81 0.64 1.38
H -2.07 0.88 -1.12
H 0.65 -1.97 1.04
```

Model ii:
The following is a DFT calculation (ωB97M-V/def2-TZVPD) of one molecule with the formula C3H6N2O2S.

Computed properties:
Molecular weight, g/mol: 134.2
Total charge: 0
Frontier orbital gap, eV: 9.393
LUMO level, eV: 0.6
SMILES string: CS/C(=N/O)NC=O

Geometry as XYZ:
```
14
C3H6N2O2S ωB97M-V/def2-TZVPD
C 2.33 -0.73 0.15
C -0.28 0.13 -0.01
C -2.51 -0.80 0.13
H 2.44 -0.11 0.98
H 2.71 -0.48 -0.90
H 2.71 -1.83 0.33
H -1.88 1.16 -0.53
H -2.08 -1.87 0.29
H 0.66 2.93 -0.32
N -1.65 0.18 -0.10
N 0.58 1.06 0.15
O -3.67 -0.54 0.03
O 0.02 2.31 -0.05
S 0.62 -1.41 -0.17
```

Model iii:
The following is a DFT calculation (ωB97M-V/def2-TZVPD) of one molecule with the formula C3H6N2O2S.

Computed properties:
Molecular weight, g/mol: 134.2
Total charge: 0
Frontier orbital gap (alpha / beta), eV: 7.800 / 7.794
LUMO level (alpha / beta), eV: -0.2 / -0.2

Geometry as XYZ:
```
14
C3H6N2O2S ωB97M-V/def2-TZVPD
C -1.14 0.06 0.04
C 1.01 -0.82 -0.34
C 1.53 0.59 0.34
N -0.32 -0.98 0.18
N 0.70 1.64 0.09
O -3.80 -0.80 0.35
O -1.76 0.53 -1.09
S -2.98 0.35 0.19
H 0.83 -0.56 -1.43
H 1.58 -1.73 -0.08
H 1.60 0.28 1.35
H 2.58 0.65 0.16
H -0.50 -1.33 1.13
H 0.68 2.13 -0.88
```

Model iv:
The following is a DFT calculation (ωB97M-V/def2-TZVPD) of one molecule with the formula C3H6N2O2S.

Computed properties:
Molecular weight, g/mol: 134.2
Total charge: 0
Frontier orbital gap, eV: 10.133
LUMO level, eV: 0.5
SMILES string: [H]/N=C(\NS)OCC=O

Geometry as XYZ:
```
14
C3H6N2O2S ωB97M-V/def2-TZVPD
C -0.20 -0.12 0.77
C 0.33 1.14 -1.15
C 1.56 0.36 -1.51
H -2.75 -2.23 0.15
H -0.89 -1.25 2.23
H 1.07 0.09 2.30
H 0.44 2.00 -0.43
H -0.23 1.31 -2.08
H 1.66 -0.70 -1.15
N -1.11 -0.99 1.32
N 0.91 0.25 1.27
O -0.55 0.22 -0.46
O 2.50 0.90 -2.03
S -2.74 -0.99 0.79
```

Winner for stability: model iv

Model i:
The following is a DFT calculation (ωB97M-V/def2-TZVPD) of one molecule with the formula CH5NO2Si.

Computed properties:
Molecular weight, g/mol: 91.1
Total charge: 0
Frontier orbital gap, eV: 10.250
LUMO level, eV: 0.1
SMILES string: C[SiH2][N+](=O)[O-]

Geometry as XYZ:
```
10
CH5NO2Si ωB97M-V/def2-TZVPD
C 0.54 1.28 -0.11
N -0.95 -1.28 0.94
O -2.14 -1.25 0.78
O -0.33 -1.84 1.85
Si 0.32 -0.51 -0.61
H 0.98 1.58 0.77
H 1.01 1.95 -0.89
H -0.53 1.66 0.00
H 1.49 -1.32 -0.88
H -0.39 -0.26 -1.85
```

Model ii:
The following is a DFT calculation (ωB97M-V/def2-TZVPD) of one molecule with the formula CH5NO2Si.

Computed properties:
Molecular weight, g/mol: 91.1
Total charge: 0
Frontier orbital gap, eV: 9.767
LUMO level, eV: 0.1

Geometry as XYZ:
```
10
CH5NO2Si ωB97M-V/def2-TZVPD
C 1.62 -0.11 0.10
N 0.39 -0.46 0.07
O -0.06 -1.73 0.05
O -2.26 -0.17 -0.06
Si -1.12 0.88 -0.05
H 1.59 0.96 0.06
H 2.46 -0.76 -0.07
H -0.89 1.43 -1.43
H -1.18 -1.62 0.05
H -0.56 1.58 1.27
```

Winner for stability: model ii

Model i:
The following is a DFT calculation (ωB97M-V/def2-TZVPD) of a 4-piece molecular cluster, C2H12O4 overall.

Computed properties:
Molecular weight, g/mol: 100.1
Total charge: 0
Frontier orbital gap, eV: 10.631
LUMO level, eV: 0.6
SMILES string: CCO.O.O.O

Geometry as XYZ:
```
18
C2H12O4 ωB97M-V/def2-TZVPD
C 1.50 -0.59 -0.03
O 0.11 0.03 0.30
C 2.53 0.48 -0.26
H 1.32 -1.11 -0.98
H 1.67 -1.42 0.65
H -0.58 -0.50 -0.07
H 3.55 0.48 0.19
H 2.39 1.49 0.12
H 2.21 0.44 -1.38
H -0.60 -5.47 -2.88
H -0.59 -6.79 -3.29
O -0.74 -5.95 -3.65
H -2.16 2.42 2.40
H -2.38 0.87 2.45
O -2.01 1.63 2.87
H -0.21 5.09 1.20
H -1.32 4.71 0.19
O -0.80 4.35 0.89
```

Model ii:
The following is a DFT calculation (ωB97M-V/def2-TZVPD) of a 5-piece molecular cluster, C2H12O4 overall.

Computed properties:
Molecular weight, g/mol: 100.1
Total charge: 0
Frontier orbital gap, eV: 10.788
LUMO level, eV: 0.7
SMILES string: C=C.O.O.O.O

Geometry as XYZ:
```
18
C2H12O4 ωB97M-V/def2-TZVPD
C 2.18 -0.62 0.82
C 2.98 -0.17 -0.14
H 2.53 -1.27 1.62
H 1.12 -0.45 0.71
H 4.05 -0.33 -0.24
H 2.47 0.43 -0.89
H -0.80 2.11 1.69
H -0.41 1.41 0.37
O -0.91 1.31 1.19
H -1.89 -0.30 1.43
H -3.13 -1.19 1.51
O -2.35 -1.03 0.97
H -1.61 -0.95 -0.52
H -0.38 -1.68 -0.97
O -1.01 -1.03 -1.29
H -0.44 0.56 -1.66
H 0.75 1.38 -2.17
O 0.10 1.36 -1.44
```

Winner for stability: model ii

Model i:
The following is a DFT calculation (ωB97M-V/def2-TZVPD) of C2H12O4 as an isolated structure.

Computed properties:
Molecular weight, g/mol: 100.1
Total charge: 0
Frontier orbital gap, eV: 9.899
LUMO level, eV: 0.4

Geometry as XYZ:
```
18
C2H12O4 ωB97M-V/def2-TZVPD
O 0.57 -0.64 0.42
H 0.03 -1.43 0.39
H 1.17 -0.73 -0.31
O 0.30 1.28 1.12
H -0.33 1.66 0.51
H 0.32 0.35 0.89
C -2.09 0.10 1.47
O -2.28 0.14 0.05
H -1.14 -0.39 1.69
H -2.02 1.14 1.80
H -2.89 -0.35 2.04
H -1.75 0.85 -0.30
C 1.40 -0.16 -1.80
O 2.00 -1.21 -1.03
H 0.63 0.40 -1.28
H 2.16 0.60 -2.00
H 0.98 -0.56 -2.73
H 2.94 -1.06 -0.94
```

Model ii:
The following is a DFT calculation (ωB97M-V/def2-TZVPD) of a 5-piece molecular cluster, C2H12O4 overall.

Computed properties:
Molecular weight, g/mol: 100.1
Total charge: 0
Frontier orbital gap, eV: 10.648
LUMO level, eV: 0.5
SMILES string: C=C.O.O.O.O

Geometry as XYZ:
```
18
C2H12O4 ωB97M-V/def2-TZVPD
C -2.32 -0.57 -0.53
C -2.32 0.02 0.65
H -1.85 -0.18 -1.42
H -2.72 -1.57 -0.67
H -2.51 -0.51 1.58
H -2.00 1.04 0.80
H 1.53 -0.79 0.89
H 2.04 -0.93 2.31
O 1.74 -0.25 1.69
H 1.44 1.55 0.95
H 1.30 2.79 0.01
O 0.82 2.04 0.38
H 1.42 0.72 -2.38
H 0.58 1.05 -1.13
O 0.62 0.46 -1.91
H -0.24 -1.53 0.36
H 0.36 -1.25 -0.98
O 0.48 -1.83 -0.21
```

Winner for stability: model ii